An isolated molecule of C5H7N at a distorted geometry. Source: OMol25; level of theory: ωB97M-V/def2-TZVPD.

```
13
C5H7N (ωB97M-V/def2-TZVPD)
C 1.939 0.059 0.075
C 0.447 -0.081 -0.003
C -0.415 0.996 0.296
C -1.697 0.592 0.096
N -1.710 -0.724 -0.264
C -0.320 -1.159 -0.370
H 2.227 0.571 1.002
H 2.477 -0.891 0.018
H 2.280 0.693 -0.752
H -0.109 1.958 0.661
H -2.587 1.204 0.134
H -2.613 -1.044 -0.621
H 0.081 -2.172 -0.271
```

HOMO energy = -0.302 Ha
SMILES = Cc1cc[nH]c1
Energy relative to the best compared isomer or geometry (same formula, charge and spin) = 13.5 kcal/mol